Record 1
This record from the OMol25 dataset describes C22H21ClN2O5 in the gas phase in a non-equilibrium geometry. The level of theory is ωB97M-V/def2-TZVPD.

Properties
HOMO level ... -7.8 eV
Charge ... 0
Spin multiplicity ... 1
M ... 428.9 g/mol
ΔE to the lowest compared entry with this formula, charge and spin ... 400.66 kJ/mol
Orbital gap ... 8.21 eV

Geometry as XYZ:
```
51
C22H21ClN2O5, DFT ωB97M-V/def2-TZVPD
C -7.00 -1.48 -0.16
H -6.91 -2.12 0.72
O -6.19 -0.34 -0.06
C -4.84 -0.50 0.04
C -4.19 -1.73 0.05
C -2.82 -1.79 0.14
C -2.05 -0.62 0.23
C -2.72 0.62 0.22
C -4.10 0.69 0.12
C -4.82 2.00 0.08
H -5.36 2.17 1.02
H -4.11 2.82 -0.07
H -5.55 2.00 -0.72
O -1.97 1.79 0.30
C -1.77 2.23 1.63
H -1.23 1.49 2.22
H -1.17 3.14 1.56
H -2.72 2.46 2.13
C -0.62 -0.67 0.30
N 0.04 -1.76 0.36
N 1.37 -1.67 0.41
C 2.23 -2.73 0.42
O 1.90 -3.90 0.40
C 3.63 -2.28 0.43
C 4.82 -2.95 0.30
C 5.84 -1.97 0.29
C 5.20 -0.76 0.42
O 3.88 -0.94 0.51
C 5.70 0.66 0.46
O 4.64 1.58 0.57
C 3.67 1.58 -0.39
C 3.80 1.04 -1.66
C 2.74 1.08 -2.55
C 1.53 1.65 -2.19
C 1.38 2.20 -0.93
C 2.44 2.16 -0.04
Cl 2.26 2.81 1.56
H 0.45 2.64 -0.63
H 0.70 1.67 -2.88
H 2.86 0.65 -3.53
H 4.72 0.58 -1.96
H 6.33 0.86 -0.41
H 6.30 0.82 1.36
H 6.89 -2.13 0.20
H 4.94 -4.01 0.21
H 1.78 -0.73 0.41
H -0.09 0.29 0.29
H -2.30 -2.73 0.15
H -4.75 -2.65 -0.01
H -8.02 -1.11 -0.24
H -6.76 -2.07 -1.06
```


Record 2
This record from the OMol25 dataset describes a molecular structure, C4H8O2. The level of theory is ωB97M-V/def2-TZVPD.

Properties
HOMO level ... -9.1 eV
Charge ... 0
Spin multiplicity ... 1
M ... 88.1 g/mol
ΔE to the lowest compared entry with this formula, charge and spin ... 563.88 kJ/mol
Orbital gap ... 9.54 eV

Geometry as XYZ:
```
14
C4H8O2, DFT ωB97M-V/def2-TZVPD
C -2.02 -0.05 -0.18
O -0.92 0.76 -0.52
C -0.34 1.37 0.61
C 1.69 -0.92 -0.49
C 3.03 -1.10 -0.68
O 1.81 -1.29 0.71
H -1.72 -0.86 0.50
H -2.80 0.55 0.32
H -2.42 -0.47 -1.10
H 0.04 0.62 1.32
H -1.06 2.02 1.12
H 0.79 -0.51 -0.96
H 0.50 1.98 0.26
H 3.41 -2.09 -0.91
```